1.
Molecular formula: C4H8O
Method: DFT, ωB97M-V with the def2-TZVPD basis set

```
! RIJCOSX wB97M-V def2-TZVPD def2/J DEFGRID3
* xyz 0 1
C -1.205 1.402 -1.192
H -0.686 -0.409 1.718
H -1.831 1.914 -1.905
C 0.022 -0.609 -1.019
C 0.350 -0.706 1.529
H 0.978 -0.295 2.328
H 0.926 0.877 0.155
H 0.402 -1.798 1.590
C 0.843 -0.222 0.156
O -0.807 0.219 -1.575
H 0.157 -1.517 -1.593
H 1.858 -0.611 -0.003
H -1.008 1.755 -0.189
*
```

- HOMO (alpha / beta): -0.2656 / -0.2577 hartree
- Energy relative to the best compared isomer or geometry (same formula, charge and spin): 80.51 kcal/mol
- Gap between HOMO and LUMO (alpha / beta): 0.2968 / 0.2908 Eh
- LUMO (alpha / beta): 0.85 / 0.90 eV

***

2.
Molecular formula: C4H8O
Method: DFT, ωB97M-V with the def2-TZVPD basis set

```
! RIJCOSX wB97M-V def2-TZVPD def2/J DEFGRID3
* xyz 0 1
H -0.625 -1.490 0.828
H 2.403 -0.420 -0.925
C -1.749 0.301 0.382
O -0.467 -1.143 -1.174
C 1.707 0.380 -0.610
H 2.339 1.189 -0.209
H 1.183 -0.280 1.424
C -0.559 -0.657 0.059
C 0.772 -0.095 0.423
H -1.663 1.202 -0.238
H -2.675 -0.225 0.112
H -1.791 0.592 1.442
H 1.151 0.666 -1.515
*
```

- HOMO (alpha / beta): -0.3524 / -0.3041 hartree
- Energy relative to the best compared isomer or geometry (same formula, charge and spin): 86.54 kcal/mol
- Gap between HOMO and LUMO (alpha / beta): 0.3430 / 0.2564 Eh
- LUMO (alpha / beta): -0.26 / -1.30 eV

***

3.
Molecular formula: C4H8O
Method: DFT, ωB97M-V with the def2-TZVPD basis set

```
! RIJCOSX wB97M-V def2-TZVPD def2/J DEFGRID3
* xyz 0 1
H 0.873 -0.901 3.478
H -0.530 -0.017 2.915
H -0.847 2.671 -2.702
H 1.581 0.278 1.403
O 0.585 -1.085 0.330
C -1.076 0.673 -2.078
H 0.691 1.651 -2.664
C 0.144 -0.842 2.669
C -0.378 1.715 -2.502
H -0.419 -1.770 2.595
C 0.824 -0.531 1.370
H -0.612 -0.279 -1.862
H -2.145 0.757 -1.921
*
```

- HOMO: -0.3643 hartree
- Energy relative to the best compared isomer or geometry (same formula, charge and spin): 31.48 kcal/mol
- Structure (SMILES): CC=O.C=C
- Gap between HOMO and LUMO: 0.4034 Eh
- LUMO: 1.07 eV

***

4.
Molecular formula: C4H8O
Method: DFT, ωB97M-V with the def2-TZVPD basis set

```
! RIJCOSX wB97M-V def2-TZVPD def2/J DEFGRID3
* xyz 0 1
H -0.526 -0.428 -2.082
H 0.833 0.077 -3.097
C 0.766 -0.528 0.106
H 1.473 -0.907 0.803
H -0.537 -0.955 2.551
O 1.286 -0.446 -1.189
H 0.233 1.222 -1.820
H -0.915 0.649 -0.151
H -1.827 0.297 2.103
H -0.076 0.846 2.452
C -0.711 0.029 1.945
C 0.392 0.166 -2.125
C -0.390 -0.022 0.504
*
```

- HOMO: -0.3181 hartree
- Energy relative to the best compared isomer or geometry (same formula, charge and spin): 36.36 kcal/mol
- Structure (SMILES): C/C=C/OC
- Gap between HOMO and LUMO: 0.3583 Eh
- LUMO: 1.10 eV